# 1
Below is C18H37N2O3P3Pd as an isolated structure at a distorted geometry, with properties calculated with ωB97M-V with the def2-TZVPD basis set.

Structure (ORCA input):
```
! RIJCOSX wB97M-V def2-TZVPD def2/J DEFGRID3
* xyz 4 5
P 3.5248 -0.9096 0.5909
C 3.7262 -1.2113 2.3302
H 4.4728 -2.0198 2.3986
H 2.7984 -1.5122 2.8470
H 4.1303 -0.3234 2.8475
C 3.1460 -2.3931 -0.3596
H 2.9353 -2.1001 -1.4059
H 2.2494 -2.9207 0.0279
H 4.0425 -3.0409 -0.2794
C 4.8498 0.1423 -0.0141
H 5.7632 -0.4713 -0.0201
H 5.0042 1.0161 0.6430
H 4.6505 0.5252 -1.0310
P -0.8415 3.7621 -0.3135
C -0.9782 4.4082 1.3748
H -1.6351 5.2875 1.3739
H 0.0313 4.6514 1.7404
H -1.3915 3.6058 2.0095
C -0.1543 5.1398 -1.2959
H -0.1904 4.8350 -2.3583
H 0.8990 5.2941 -1.0118
H -0.7596 6.0464 -1.1382
C -2.5620 3.8391 -0.9386
H -2.9874 4.8287 -0.7055
H -3.1574 3.0324 -0.4704
H -2.5409 3.6712 -2.0295
P -2.4882 -2.4703 0.8387
C -3.3278 -2.9897 2.3734
H -3.8741 -3.9289 2.1625
H -4.0875 -2.2682 2.7114
H -2.6523 -3.2059 3.2154
C -3.7813 -2.9241 -0.3535
H -4.1647 -3.9425 -0.1533
H -3.3966 -2.8563 -1.3789
H -4.6272 -2.2228 -0.2466
C -0.9078 -3.3633 0.7768
H -0.9792 -4.4165 1.1392
H -0.1899 -2.7997 1.4100
H -0.5465 -3.3795 -0.2688
Pd -0.1053 0.2146 -2.6688
C 2.0261 0.0926 0.4336
O 1.1052 0.8147 0.3322
C -2.0763 -0.6906 0.5889
O -1.7051 0.4227 0.5549
C -1.4005 -0.0937 -4.2500
C -0.7565 -1.2922 -3.8982
C 0.6500 -1.3301 -3.8187
C 1.3881 -0.1783 -4.0958
C 0.7432 1.0119 -4.4121
C -0.6482 1.0559 -4.4893
H -2.4778 0.0104 -4.1296
H -1.3440 -2.1215 -3.5028
H 1.1498 -2.2017 -3.3864
H 2.4690 -0.1660 -3.9402
H 1.3105 1.9307 -4.5175
H -1.1460 2.0082 -4.6443
N 1.1827 0.0784 4.4876
C 0.2516 -0.5240 3.6709
N -1.0138 -0.5558 4.1870
O 0.5534 -1.0444 2.5770
H 0.8519 0.6411 5.2600
H 2.0121 0.4207 4.0097
H -1.7650 -0.8756 3.5871
H -1.2576 -0.0432 5.0263
*
```

For the LUMO energy (spin up / spin down), the calculation gives -11.537 / -13.976 eV. As for the expectation value of S²: 6.011. As for the gap between HOMO and LUMO (spin up / spin down): 6.640 / 5.779 eV. The largest force on an atom is 8.513 eV Å⁻¹. The value obtained for the total energy is -59688.993 eV.



# 2
Below is C18H37N2O3P3Pd as an isolated structure at a distorted geometry, with properties calculated with ωB97M-V with the def2-TZVPD basis set.

Structure (ORCA input):
```
! RIJCOSX wB97M-V def2-TZVPD def2/J DEFGRID3
* xyz 4 5
P 3.6069 -0.6614 0.6716
C 4.0431 -1.1048 2.3521
H 4.7973 -1.9044 2.3711
H 3.1623 -1.4779 2.8950
H 4.4648 -0.2573 2.9121
C 3.2655 -2.1267 -0.3045
H 3.3459 -1.8792 -1.3735
H 2.2526 -2.4769 -0.0669
H 3.9972 -2.9119 -0.0623
C 4.7780 0.3100 -0.2669
H 5.7238 -0.2373 -0.3929
H 4.9880 1.2673 0.2269
H 4.3584 0.5031 -1.2658
P -0.8673 3.1838 -0.5854
C -0.8779 3.8785 1.1111
H -1.4283 4.8335 1.1199
H 0.1611 4.0203 1.4393
H -1.3695 3.1424 1.7620
C 0.0121 4.5432 -1.4561
H -0.0668 4.4043 -2.5439
H 1.0732 4.4888 -1.1671
H -0.4131 5.5140 -1.1545
C -2.6149 3.5186 -1.0564
H -2.8194 4.5972 -0.9730
H -3.2647 2.9566 -0.3690
H -2.7965 3.1678 -2.0825
P -2.6352 -2.4540 0.7561
C -3.2561 -2.8834 2.3673
H -3.8335 -3.8172 2.3045
H -3.9197 -2.0901 2.7455
H -2.4261 -3.0383 3.0747
C -3.7396 -2.6238 -0.6439
H -4.2798 -3.5799 -0.5807
H -3.1759 -2.6151 -1.5899
H -4.4685 -1.8020 -0.6572
C -1.1460 -3.3673 0.3457
H -1.3715 -4.4437 0.3708
H -0.3611 -3.1368 1.0769
H -0.8120 -3.1081 -0.6708
Pd -0.2252 0.4419 -2.3482
C 2.0338 0.2312 0.6472
O 1.0107 0.7257 0.9026
C -2.0641 -0.7192 0.7303
O -1.6365 0.3408 0.9549
C -1.4643 0.0208 -4.0000
C -0.8530 -1.1480 -3.5598
C 0.5273 -1.1909 -3.3854
C 1.2855 -0.0517 -3.6672
C 0.6736 1.1351 -4.0829
C -0.7133 1.1679 -4.2364
H -2.5437 0.0519 -4.1221
H -1.4668 -2.0037 -3.2877
H 0.9843 -2.0638 -2.9119
H 2.3475 -0.0551 -3.4520
H 1.2392 2.0648 -4.1231
H -1.2244 2.1058 -4.4494
N 1.0966 0.1333 4.5101
C 0.1130 -0.5611 3.8435
N -1.1326 -0.4077 4.4087
O 0.3359 -1.2954 2.8669
H 0.8266 0.8741 5.1431
H 1.9702 0.2588 4.0174
H -1.9284 -0.7027 3.8641
H -1.2789 0.3154 5.0980
*
```

For the LUMO energy (spin up / spin down), the calculation gives -11.605 / -14.852 eV. As for the expectation value of S²: 6.023. As for the gap between HOMO and LUMO (spin up / spin down): 7.057 / 5.001 eV. The largest force on an atom is 8.922 eV Å⁻¹. The value obtained for the total energy is -59689.024 eV.



# 3
Below is C18H38BF18LiN4O10PSi as an isolated structure at a distorted geometry, with properties calculated with ωB97M-V with the def2-TZVPD basis set.

Structure (ORCA input):
```
! RIJCOSX wB97M-V def2-TZVPD def2/J DEFGRID3
* xyz -1 1
C -1.7630 2.7692 2.6594
Si -2.2484 2.3752 0.8002
C -4.1650 2.4246 0.6231
C -1.6908 0.5350 0.4288
N -1.3555 3.5675 -0.2076
C -0.0430 3.1201 -0.8372
N 0.5265 4.3167 -1.6068
N -0.4238 5.3386 -1.3905
C -1.6384 5.0140 -0.5491
H -2.1186 1.9369 3.4030
H -2.2019 3.8424 2.8960
H -0.5791 2.9119 2.6405
H -4.5612 1.3428 0.4060
H -4.6017 2.7211 1.6907
H -4.5729 3.1230 -0.2226
H -2.0488 0.2311 -0.6585
H -0.5204 0.4822 0.5499
H -2.2556 -0.1586 1.2174
H 0.4800 2.0578 -0.7398
H -0.3178 6.3067 -1.7656
H -2.5588 5.6486 -0.2030
C 3.2603 4.6009 -0.2371
C 4.6887 4.3666 0.1761
O 4.9629 3.8001 1.2328
C 5.7685 4.8521 -0.7536
H 2.5900 4.1983 0.5297
H 3.0736 5.6731 -0.3369
H 3.0582 4.0898 -1.1817
H 5.6935 5.9355 -0.8764
H 5.6781 4.3521 -1.7212
H 6.7486 4.6148 -0.3266
C -0.9578 -5.4014 3.1065
O 0.2920 -5.1167 2.4809
C 0.4343 -3.8285 2.0788
O -0.3937 -2.9407 2.2097
O 1.6576 -3.6993 1.5059
C 1.9479 -2.3857 1.0320
H -0.9623 -6.4583 3.3869
H -1.0796 -4.8036 4.0154
H -1.7859 -5.2259 2.4121
H 1.9422 -1.6673 1.8581
H 1.2359 -2.0897 0.2548
H 2.9496 -2.3982 0.5940
F -1.7024 -8.5565 3.7604
P -1.0378 -9.6802 2.9084
F -1.3598 -8.8264 1.6445
F 0.3013 -8.8907 3.0242
F 0.0619 -10.7321 3.2462
F -1.5718 -10.6746 1.8330
F -1.9567 -10.4003 3.9415
C -3.4741 3.0637 -3.6901
C -4.9287 3.5502 -3.7684
C -5.6522 3.2054 -5.0660
F -5.0603 3.7522 -6.1512
F -6.9258 3.6859 -5.0456
F -4.9662 4.8879 -3.5196
F -5.6076 2.9615 -2.7332
O -2.4674 4.0281 -4.0119
C -2.1913 4.1816 -5.4026
C -2.5621 5.5706 -5.9358
F -3.8778 5.8483 -5.7448
F -2.3383 5.6589 -7.2733
F -2.7853 3.1750 -6.0884
F -0.8515 3.9828 -5.5373
H -3.2854 2.8202 -2.6370
H -3.3186 2.1165 -4.2199
H -5.7122 2.1220 -5.2106
H -1.9798 6.3492 -5.4374
Li 2.3750 -10.8975 3.3765
C 5.2433 -9.4248 0.5641
N 6.4930 -10.2174 0.4103
O 7.5051 -9.6120 0.0385
O 6.4228 -11.4250 0.6672
H 5.4510 -8.3841 0.3061
H 4.4989 -9.8488 -0.1128
H 4.9265 -9.5081 1.6057
O -0.7178 -7.5591 5.8927
H -0.7503 -7.9623 6.7410
C 8.1042 4.1043 2.6072
O 7.5723 5.3150 2.6823
H 9.0601 4.0048 2.0651
H 8.3551 3.6025 3.5572
H 7.5068 3.3193 2.1132
O 1.8303 -8.3878 6.9470
H 1.7180 -9.3463 7.1724
H 1.2812 -8.1336 6.1622
H 2.7845 -8.1569 6.8116
B -5.3109 8.9888 -4.6134
F -4.9948 7.9998 -3.5957
F -4.4560 10.1520 -4.4410
F -5.0897 8.4158 -5.9312
F -6.7031 9.3874 -4.4859
*
```

For the LUMO energy, the calculation gives -1.956 eV. As for the gap between HOMO and LUMO: 0.891 eV. The largest force on an atom is 7.884 eV Å⁻¹. The value obtained for the total energy is -112673.022 eV.



# 4
Below is a 3-piece molecular cluster, C18H38BN4O7 overall at a distorted geometry, with properties calculated with ωB97M-V with the def2-TZVPD basis set.

Structure (ORCA input):
```
! RIJCOSX wB97M-V def2-TZVPD def2/J DEFGRID3
* xyz 1 1
N -3.4938 -0.8131 1.7465
C -3.2207 0.2824 0.7365
C -2.6331 -0.4496 -0.5626
O -1.6726 -1.4933 -0.1814
C -2.0880 0.5344 -1.7074
C -1.3894 1.8641 -1.1726
C -1.9707 3.2295 -1.6871
N -1.3694 4.4922 -1.2820
C -0.2356 4.5845 -0.3900
C 0.4572 3.3222 0.2131
C 1.7287 3.4551 1.1812
B 3.0571 3.2030 0.2294
O 2.9386 2.2365 -0.8375
O 4.2881 3.9142 0.3793
C -0.1685 1.9437 -0.2244
C 0.4998 0.6169 0.3559
O 1.2014 -0.1598 -0.3342
O 0.2166 0.3212 1.7298
H -3.9348 -1.6216 1.2600
H -4.2122 -0.5051 2.4234
H -2.5591 1.1100 1.1587
H -4.2715 0.6843 0.4522
H -3.5201 -1.0308 -1.0329
H -1.0794 -1.5585 -0.9725
H -1.3516 0.0161 -2.4158
H -2.9890 0.8399 -2.3582
H -2.8577 3.2296 -2.4220
H -1.7851 5.3564 -1.6804
H 0.1538 5.6278 -0.1610
H 1.8340 4.5507 1.5418
H 1.6793 2.7462 2.0741
H 3.3751 1.3883 -0.5863
H 4.8271 3.6315 -0.4199
H -0.4890 0.9557 2.0275
C -6.6535 -6.0017 3.3121
C -7.4080 -4.6814 3.1899
C -7.3939 -4.0922 1.7644
O -6.1638 -3.4702 1.3983
C -5.1605 -4.3680 0.9513
N -6.8678 -3.7328 4.1727
H -5.5699 -5.8691 3.3165
H -6.9153 -6.5033 4.2479
H -6.9116 -6.6785 2.4916
H -8.4534 -4.8828 3.4483
H -8.1462 -3.2979 1.7211
H -7.6874 -4.8386 1.0164
H -5.5774 -5.2125 0.3954
H -4.5696 -4.7222 1.7981
H -4.4871 -3.8182 0.2894
H -7.4346 -2.8864 4.1549
H -5.9598 -3.4214 3.8258
C 6.3461 0.5482 -2.0337
C 6.8611 1.8701 -2.5950
C 8.2359 1.7545 -3.2834
O 9.3350 1.6615 -2.3830
C 9.5698 0.3585 -1.8728
N 6.8794 2.8702 -1.5177
H 6.8487 0.2586 -1.1090
H 5.2786 0.6228 -1.8050
H 6.4720 -0.2614 -2.7588
H 6.1430 2.1986 -3.3544
H 8.4043 2.6729 -3.8551
H 8.2569 0.9306 -4.0067
H 9.3474 -0.4197 -2.6086
H 8.9892 0.2002 -0.9616
H 10.6255 0.2878 -1.6045
H 7.1329 3.7731 -1.9161
H 7.6686 2.6459 -0.9100
*
```

For the LUMO energy, the calculation gives -4.948 eV. As for the gap between HOMO and LUMO: 5.803 eV. The largest force on an atom is 5.327 eV Å⁻¹. The value obtained for the total energy is -40242.310 eV.



# 5
Below is C18H38F4N4O10PtS4 as an isolated structure at a distorted geometry, with properties calculated with ωB97M-V with the def2-TZVPD basis set.

Structure (ORCA input):
```
! RIJCOSX wB97M-V def2-TZVPD def2/J DEFGRID3
* xyz 0 3
Pt 0.2268 0.3522 -0.7188
N -0.3255 2.3729 -1.0651
S 0.2709 3.5157 -2.0246
O 1.0033 4.5365 -1.3565
O -0.5663 3.8652 -3.1069
F 1.4663 2.6716 -2.6493
S -1.1611 3.4283 0.0041
O -1.9888 4.4120 -0.5708
O -0.4136 3.6797 1.1820
F -2.2306 2.3410 0.4692
N 1.4958 -0.6070 -2.0828
S 1.5434 -0.5821 -3.6971
O 1.0411 -1.7823 -4.2742
O 2.6229 0.1046 -4.3048
F 0.3126 0.4260 -3.8745
S 2.8045 -1.6876 -1.8993
O 4.0828 -1.1991 -2.2328
O 2.4764 -3.0511 -2.0866
F 2.7846 -1.5867 -0.3011
C 2.9832 1.6714 0.2880
C 2.6437 1.4675 1.7619
C 2.5672 2.8722 2.3558
C 2.0402 2.8970 3.7908
C 0.7068 2.1847 3.9838
C 0.6416 0.8553 3.2481
N 1.3048 0.8774 1.9228
O 1.1467 -0.3669 1.2603
C 1.2376 -0.2766 4.1393
C -0.8099 0.4555 3.0185
C 3.7953 0.6476 2.4049
H 3.9272 2.1879 0.1399
H 2.2539 2.3329 -0.1965
H 2.8590 0.7575 -0.2919
H 3.5289 3.3812 2.4346
H 1.8861 3.4635 1.7465
H 1.8856 3.9543 4.0225
H 2.7611 2.5327 4.5273
H -0.1425 2.8039 3.6834
H 0.5234 2.0692 5.0548
H 1.8484 -0.9752 3.5620
H 1.9241 0.1245 4.8889
H 0.5198 -0.8996 4.6705
H -1.3411 1.0470 2.2696
H -0.9857 -0.5681 2.6832
H -1.3608 0.6061 3.9507
H 4.0173 1.0425 3.3957
H 4.7037 0.8061 1.8240
H 3.6105 -0.4258 2.4034
H 1.7443 -0.9490 1.7555
C -2.7495 -3.2674 0.0362
C -1.5473 -2.6864 -0.7165
C -1.2670 -3.4585 -2.0139
C -2.2190 -3.1107 -3.1416
C -2.3469 -1.6211 -3.3902
C -2.6632 -0.8118 -2.1251
N -1.7120 -1.2528 -1.0718
O -1.8811 -0.4462 0.0907
C -2.5803 0.6718 -2.4521
C -4.1451 -1.0715 -1.7793
C -0.3082 -2.8509 0.1460
H -2.4387 -4.1528 0.5951
H -3.4895 -3.6940 -0.6407
H -3.1964 -2.5744 0.7477
H -0.2391 -3.3212 -2.3568
H -1.3578 -4.5240 -1.7880
H -3.2073 -3.5559 -2.9755
H -1.9036 -3.6093 -4.0615
H -3.1299 -1.4365 -4.1291
H -1.4462 -1.2169 -3.8542
H -1.5815 0.9471 -2.7793
H -3.2907 0.9867 -3.2118
H -2.8062 1.2504 -1.5551
H -4.4717 -0.7391 -0.7928
H -4.8124 -0.7658 -2.5833
H -4.3429 -2.1475 -1.8267
H -0.1107 -3.9043 0.3562
H -0.4185 -2.3852 1.1290
H 0.6072 -2.4974 -0.3194
H -2.8098 -0.5407 0.3553
*
```

For the LUMO energy (spin up / spin down), the calculation gives -0.389 / -2.818 eV. As for the expectation value of S²: 2.006. As for the gap between HOMO and LUMO (spin up / spin down): 9.288 / 6.814 eV. The largest force on an atom is 4.564 eV Å⁻¹. The value obtained for the total energy is -103167.821 eV.



# 6
Below is C18H38N3O2PSiTi as an isolated structure at a distorted geometry, with properties calculated with ωB97M-V with the def2-TZVPD basis set.

Structure (ORCA input):
```
! RIJCOSX wB97M-V def2-TZVPD def2/J DEFGRID3
* xyz 0 1
Ti -0.2723 0.2002 -0.0726
Si -2.1739 1.7488 0.6532
P -2.1761 -0.6223 -2.0744
N 0.2794 1.4515 -1.2302
H -1.0264 -1.0565 -1.1806
C -1.9777 -2.0154 -3.1874
H -2.8371 -2.0316 -3.8718
H -1.9320 -2.9404 -2.5995
H -1.0399 -1.8890 -3.7447
C -3.7894 -0.8144 -1.3033
H -4.4804 -1.0542 -2.1260
H -4.1255 0.1103 -0.8160
H -3.8079 -1.6285 -0.5708
C -2.3227 0.8267 -3.1339
H -3.1021 0.5930 -3.8778
H -1.3879 1.0442 -3.6603
H -2.6196 1.7211 -2.5740
C -3.4187 1.2845 1.9799
H -2.9181 0.9006 2.8784
H -4.1527 0.5488 1.6299
H -3.9436 2.2185 2.2389
H -1.3072 2.8055 1.2539
H -2.9856 2.3346 -0.4510
C 0.7998 2.4058 -1.9921
C 2.5196 3.2199 -3.5328
C 1.9622 2.1838 -2.8009
C 0.2070 3.7153 -2.0053
C 0.7778 4.7341 -2.7514
C 1.9296 4.4997 -3.5154
H 3.4211 3.0373 -4.1174
H 2.3905 1.1732 -2.8005
H -0.6863 3.8629 -1.3944
H 0.3207 5.7226 -2.7283
H 2.3768 5.3067 -4.0876
C -1.5850 -2.0806 1.7403
O -1.4845 -0.9575 1.1637
C -0.4148 -2.9799 1.8971
H -0.7585 -3.9861 2.1697
H 0.2363 -2.6270 2.7189
H 0.1979 -3.0451 0.9886
C -2.8797 -2.5164 2.3223
H -3.1485 -3.5000 1.9001
H -3.6829 -1.7961 2.1355
H -2.7609 -2.6581 3.4087
C 2.7576 -2.1196 -0.4054
N 3.1314 -1.6011 0.9044
C 4.3036 -2.2086 1.5166
C 2.3219 -0.6881 1.4540
O 1.2779 -0.3649 0.7473
N 2.4520 -0.0683 2.6322
C 3.4914 -0.2075 3.6384
C 1.4281 0.9145 2.9684
H 3.5748 -2.7546 -0.7549
H 2.6009 -1.3085 -1.1233
H 1.8381 -2.7224 -0.3601
H 5.0959 -1.4699 1.6870
H 4.0559 -2.7556 2.4362
H 4.6814 -2.9369 0.7924
H 4.0452 0.7359 3.7337
H 3.0180 -0.3961 4.6118
H 4.1767 -1.0117 3.4156
H 1.3681 1.7149 2.2129
H 0.4355 0.4479 3.0893
H 1.7248 1.3505 3.9251
*
```

For the LUMO energy (spin up / spin down), the calculation gives 0.085 / 0.072 eV. As for the gap between HOMO and LUMO (spin up / spin down): 4.518 / 4.765 eV. The largest force on an atom is 5.159 eV Å⁻¹. The value obtained for the total energy is -68125.545 eV.